{
  "formula": "C17H22O5",
  "method": "ωB97M-V with the def2-TZVPD basis set",
  "charge": 0,
  "smiles": "C=C(C)COC(=O)[C@@H]1[C@@H]2C[C@@H]([C@@H]3O[C@H]23)[C@H]1C(=O)OCC(=C)C",
  "de_lowest_kj_mol": 347.8,
  "spin_multiplicity": 1,
  "mol_weight_da": 306.4,
  "orbital_gap_ha": 0.371,
  "max_force_ev_per_a": 4.05,
  "lumo_ev": 0.71,
  "species": ["C", "C", "C", "C", "O", "C", "O", "C", "C", "C", "C", "C", "O", "C", "C", "C", "O", "O", "C", "C", "C", "C", "H", "H", "H", "H", "H", "H", "H", "H", "H", "H", "H", "H", "H", "H", "H", "H", "H", "H", "H", "H", "H", "H"],
  "xyz": [[-2.52443, -5.68029, -0.32707], [-1.21947, -5.19415, -0.29272], [-0.21642, -5.94998, 0.55017], [-0.84961, -3.97828, -1.10990], [-0.34464, -2.99570, -0.19911], [0.01779, -1.86019, -0.79309], [-0.06732, -1.62313, -2.01336], [0.59558, -0.80451, 0.11857], [0.26537, -0.98387, 1.64340], [-1.06650, -0.28383, 1.77982], [-0.51187, 1.03290, 1.25756], [0.68154, 1.33783, 2.20234], [2.00075, 0.83171, 2.00237], [1.13058, -0.10075, 2.57375], [-0.06513, 0.58094, -0.14648], [0.87245, 1.55737, -0.82865], [1.75153, 1.11796, -1.53142], [0.55901, 2.90059, -0.68390], [1.42764, 3.80220, -1.36977], [0.85895, 5.19542, -1.26635], [1.48972, 6.21800, -0.58698], [-0.44973, 5.50878, -1.93969], [-3.33291, -5.19834, -0.91354], [-2.74407, -6.62577, 0.15083], [0.64017, -6.19306, -0.07363], [-0.60367, -6.89947, 0.93097], [0.08301, -5.34395, 1.40811], [-0.11683, -4.29490, -1.86565], [-1.72721, -3.54911, -1.62736], [1.67902, -0.86963, 0.04924], [0.28587, -2.04340, 1.99105], [-1.87895, -0.73628, 1.17411], [-1.38553, -0.19952, 2.84812], [-1.27402, 1.80965, 1.26810], [0.55131, 2.11635, 2.99918], [1.22836, -0.36302, 3.61063], [-0.94357, 0.46685, -0.81175], [2.39486, 3.76864, -0.90377], [1.52276, 3.54184, -2.40812], [2.40321, 5.99853, 0.03317], [1.16515, 7.26560, -0.57753], [-1.16337, 4.67740, -1.71754], [-0.28728, 5.56026, -3.03848], [-0.83211, 6.48231, -1.56562]]
}


{
  "formula": "C17H23AsN2O3RhS",
  "method": "ωB97M-V with the def2-TZVPD basis set",
  "charge": 1,
  "spin_multiplicity": 5,
  "mol_weight_da": 513.3,
  "orbital_gap_ha": [0.204, 0.238],
  "max_force_ev_per_a": 6.57,
  "lumo_ev": [-3.26, -4.83],
  "species": ["Rh", "O", "N", "N", "O", "C", "C", "C", "C", "C", "C", "H", "H", "H", "H", "H", "C", "C", "O", "C", "C", "C", "C", "C", "C", "H", "H", "H", "H", "H", "H", "H", "H", "C", "As", "C", "C", "S", "H", "H", "H", "H", "H", "H", "H", "H", "H", "H"],
  "xyz": [[0.21948, -1.30906, -1.42718], [-1.00572, -2.69703, -1.62434], [-2.17463, -2.67688, -1.22695], [-2.44625, -1.51334, -0.62990], [-1.37008, -0.63098, -0.60340], [-3.70955, -1.17080, -0.06072], [-3.93679, 0.07307, 0.55656], [-5.17767, 0.40422, 1.11333], [-6.22811, -0.50731, 1.06556], [-6.03608, -1.74665, 0.46196], [-4.79208, -2.07117, -0.09295], [-3.12473, 0.79532, 0.60114], [-5.31000, 1.37496, 1.58009], [-7.19072, -0.25249, 1.49658], [-6.84683, -2.46675, 0.41789], [-4.66505, -3.04418, -0.55895], [-0.04244, 2.23620, -2.23099], [0.47459, 1.65622, -0.94041], [0.52284, 0.43999, -0.76629], [0.93291, 2.58356, 0.13699], [1.41197, 2.03183, 1.33335], [1.85086, 2.86008, 2.36801], [1.81418, 4.24448, 2.21437], [1.33929, 4.80185, 1.02786], [0.89889, 3.97587, -0.01044], [-0.33188, 1.42036, -2.90092], [0.73974, 2.81808, -2.72531], [-0.92742, 2.84966, -2.04326], [1.44532, 0.95153, 1.46489], [2.22079, 2.42296, 3.29218], [2.15613, 4.88938, 3.02033], [1.31205, 5.88282, 0.91135], [0.53560, 4.44432, -0.92009], [5.12376, -1.76576, -0.48925], [3.16633, -1.94616, -0.42846], [2.42274, -1.27247, 1.26281], [2.58783, -3.77237, -0.87356], [2.44389, -0.72578, -1.91268], [5.57663, -2.40619, 0.29497], [5.40302, -0.70726, -0.30992], [5.49334, -2.08342, -1.48582], [2.79442, -1.89522, 2.10201], [1.31523, -1.32370, 1.22591], [2.74074, -0.22038, 1.41312], [2.96499, -4.47563, -0.10316], [2.99405, -4.05710, -1.86569], [1.47964, -3.81254, -0.90073], [0.93478, -2.60613, -2.22989]]
}


{
  "formula": "C17H23B2BeF2NO19",
  "method": "ωB97M-V with the def2-TZVPD basis set",
  "charge": -2,
  "spin_multiplicity": 1,
  "mol_weight_da": 614.0,
  "orbital_gap_ha": 0.259,
  "max_force_ev_per_a": 3.38,
  "lumo_ev": 3.59,
  "species": ["Be", "O", "C", "O", "B", "O", "C", "O", "O", "C", "O", "C", "O", "O", "O", "C", "O", "B", "O", "C", "O", "O", "C", "O", "C", "O", "O", "F", "F", "C", "C", "C", "O", "H", "H", "H", "H", "H", "H", "H", "H", "C", "O", "C", "C", "N", "C", "C", "O", "C", "H", "H", "H", "H", "H", "H", "H", "H", "H", "H", "H", "H", "H", "H", "H"],
  "xyz": [[0.04044, -28.09547, -12.68718], [-2.45784, -24.78096, -8.82468], [-2.17754, -24.46360, -9.95067], [-2.28841, -23.26732, -10.52352], [-1.77741, -23.30523, -11.88417], [-1.26492, -24.66652, -12.04011], [-1.37371, -25.36018, -10.94527], [-0.94078, -26.47020, -10.72758], [-0.70087, -22.29371, -12.00409], [-1.02324, -21.41261, -12.93742], [-0.39108, -20.48741, -13.36259], [-2.46397, -21.78848, -13.45191], [-2.79055, -22.92705, -12.84961], [-3.10710, -21.13456, -14.23316], [-2.34279, -28.14366, -13.80955], [-3.12566, -27.49526, -14.45084], [-3.32100, -26.17605, -14.47045], [-4.51723, -25.86058, -15.26340], [-4.81573, -27.12601, -16.00442], [-4.17447, -28.08395, -15.43157], [-4.31992, -29.26075, -15.69013], [-5.65825, -25.39263, -14.46700], [-6.12842, -24.27054, -14.95260], [-7.02004, -23.55814, -14.56346], [-5.16308, -23.83934, -16.10377], [-4.25551, -24.83822, -16.25454], [-5.11962, -22.81221, -16.72165], [0.76993, -27.84675, -14.94988], [1.63886, -26.10535, -12.76404], [-3.47639, -28.69381, -9.90548], [-2.09412, -29.41519, -9.97951], [-2.23769, -30.80243, -9.39223], [-1.66019, -29.41714, -11.31162], [-3.71447, -28.39753, -8.88103], [-4.30722, -29.33083, -10.22075], [-3.55455, -27.77289, -10.48230], [-1.43059, -28.78511, -9.38900], [-2.94883, -31.45732, -9.90174], [-2.49444, -30.72564, -8.33589], [-1.31441, -31.37771, -9.51111], [-2.22719, -29.91460, -11.90423], [1.71783, -27.27507, -9.80332], [1.22574, -28.35796, -10.54459], [2.02085, -29.53097, -10.43978], [1.66962, -30.60675, -11.37197], [1.59712, -30.08380, -12.72979], [1.35831, -31.09993, -13.75919], [0.07540, -31.92218, -13.77066], [-1.05170, -31.04853, -13.59738], [-2.32875, -31.67458, -13.47564], [1.01457, -26.44704, -9.74236], [2.57322, -26.88439, -10.36239], [2.01668, -27.49014, -8.77279], [1.86423, -30.05703, -9.48919], [3.09429, -29.34408, -10.54652], [0.68211, -31.03359, -11.17324], [2.36361, -31.44804, -11.26154], [2.43821, -29.55214, -12.92524], [2.25695, -31.67091, -14.01013], [1.18567, -30.61764, -14.72768], [-0.09020, -32.64326, -12.95799], [-0.16424, -32.46766, -14.68643], [-2.34719, -32.20437, -12.51527], [-2.64409, -32.38590, -14.23976], [-2.96898, -30.79598, -13.40307]]
}


{
  "formula": "C17H23BN2O3SW",
  "method": "ωB97M-V with the def2-TZVPD basis set",
  "charge": -1,
  "de_lowest_kj_mol": 0.0,
  "spin_multiplicity": 2,
  "mol_weight_da": 530.1,
  "orbital_gap_ha": [0.188, 0.211],
  "max_force_ev_per_a": 0.30,
  "lumo_ev": [2.60, 2.60],
  "species": ["W", "C", "C", "C", "C", "C", "C", "C", "C", "C", "C", "H", "H", "H", "H", "H", "H", "H", "H", "H", "H", "H", "H", "H", "H", "H", "O", "N", "C", "C", "C", "C", "C", "S", "H", "H", "H", "H", "B", "C", "N", "H", "H", "H", "O", "C", "O", "H"],
  "xyz": [[-0.28668, -0.80481, -0.30278], [0.95281, 0.00460, -2.20008], [-0.36995, 0.53651, -2.05054], [-0.32423, 1.40343, -0.90071], [1.06514, 1.53896, -0.52566], [1.84707, 0.76866, -1.36109], [3.32615, 0.57500, -1.32036], [1.51082, 2.34018, 0.65729], [-1.41164, 2.31405, -0.40196], [-1.47000, 0.39951, -3.06137], [1.41669, -0.86113, -3.33204], [3.58533, -0.48598, -1.33426], [3.76452, 1.00581, -0.41916], [3.81167, 1.04174, -2.18460], [0.78003, 2.25311, 1.46516], [1.60132, 3.40442, 0.41749], [2.47620, 1.99954, 1.03652], [-1.74113, 2.05345, 0.60588], [-2.29092, 2.26590, -1.04384], [-1.06650, 3.35323, -0.38753], [-2.42677, 0.72298, -2.65543], [-1.58607, -0.63889, -3.37295], [-1.24982, 1.00428, -3.94791], [2.24780, -1.49994, -3.02628], [1.75611, -0.25385, -4.17933], [0.61584, -1.51361, -3.67849], [-0.51159, -0.20157, 1.64680], [0.41599, -0.51143, 2.59068], [0.09930, -0.12101, 3.84188], [0.95126, -0.33294, 4.88509], [2.17369, -0.97232, 4.61890], [2.46951, -1.36117, 3.34404], [1.57495, -1.13506, 2.26954], [1.87931, -1.60961, 0.66393], [-0.86618, 0.35594, 3.91875], [0.66898, -0.01284, 5.87658], [2.87986, -1.15640, 5.41841], [3.40015, -1.85631, 3.10496], [-5.10675, -0.11462, -0.22024], [-3.55033, -0.39294, -0.27628], [-2.40991, -0.55812, -0.34467], [-5.69185, -1.10075, -0.62441], [-5.32008, 0.84468, -0.94122], [-5.40663, 0.13427, 0.93220], [-0.82108, -2.93933, 0.38786], [-1.05751, -3.24318, -0.80478], [-0.83513, -2.41372, -1.72663], [-1.46977, -4.22869, -1.05734]]
}